A.
Below is C25H41IrN2O8S2Si as an isolated structure, with properties calculated with ωB97M-V/def2-TZVPD.

```
80
C25H41IrN2O8S2Si, DFT ωB97M-V/def2-TZVPD
Ir -0.83 2.37 -0.11
O 1.21 2.29 -0.50
C 1.68 3.57 -0.93
C 1.26 4.57 0.11
N -0.21 4.54 0.26
C -0.64 4.63 1.66
C -0.10 3.43 2.44
O 0.36 3.56 3.55
O -0.17 2.28 1.81
C -0.90 5.35 -0.77
C -1.87 4.50 -1.56
O -2.98 4.90 -1.83
O -1.37 3.32 -1.88
H 1.57 2.07 0.38
H 1.20 3.76 -1.89
H 2.76 3.57 -1.07
H 1.61 5.57 -0.17
H 1.71 4.33 1.08
H -1.73 4.65 1.70
H -0.25 5.52 2.17
H -0.17 5.71 -1.50
H -1.42 6.20 -0.34
S -5.34 2.27 -0.40
C -3.86 3.00 -0.02
N -2.87 2.16 0.22
C -3.31 0.87 0.12
C -2.39 -0.24 0.31
C -3.02 -1.57 0.11
C -4.33 -1.69 -0.26
C -5.17 -0.58 -0.44
C -4.62 0.71 -0.24
H -3.76 4.07 0.00
H -1.83 -0.16 1.24
H -2.40 -2.44 0.25
H -4.75 -2.68 -0.40
H -6.21 -0.70 -0.72
C 3.94 -0.45 -1.78
C 3.26 -0.76 -0.47
C 3.54 -2.20 -0.04
C 3.68 0.22 0.62
O 1.84 -0.58 -0.69
Si 0.50 -1.31 -0.19
S -1.01 0.17 -0.91
O 0.08 -2.70 -0.88
C 0.02 -3.26 -2.22
C -1.39 -3.81 -2.39
C 0.32 -2.22 -3.29
C 1.04 -4.39 -2.27
O 0.23 -1.32 1.39
C 0.22 -2.17 2.56
C 0.21 -3.64 2.16
C 1.45 -1.84 3.39
C -1.04 -1.82 3.34
H 5.03 -0.46 -1.66
H 3.64 0.54 -2.13
H 3.67 -1.18 -2.55
H 4.62 -2.35 0.09
H 3.19 -2.90 -0.80
H 3.05 -2.43 0.90
H 4.69 -0.01 0.97
H 3.00 0.16 1.47
H 3.68 1.24 0.23
H -2.12 -2.99 -2.35
H -1.62 -4.53 -1.60
H -1.49 -4.30 -3.35
H -0.43 -1.43 -3.30
H 0.34 -2.70 -4.27
H 1.30 -1.76 -3.12
H 0.87 -5.10 -1.46
H 2.05 -4.00 -2.19
H 0.96 -4.92 -3.22
H 1.07 -3.87 1.53
H -0.69 -3.89 1.60
H 0.26 -4.27 3.05
H 2.36 -2.17 2.90
H 1.39 -2.33 4.36
H 1.50 -0.76 3.56
H -1.94 -2.02 2.75
H -1.03 -0.77 3.62
H -1.10 -2.42 4.25
```

The LUMO energy (alpha / beta) comes out at -2.96 / -3.96 eV. The charge is +1. The molar mass is 782.05 g/mol. The multiplicity is 2. Its HOMO-LUMO gap (alpha / beta) is 0.26663 / 0.28292 hartree.

***

B.
Below is C25H41IrN2O8S2Si as an isolated structure, with properties calculated with ωB97M-V/def2-TZVPD.

```
80
C25H41IrN2O8S2Si, DFT ωB97M-V/def2-TZVPD
Ir -0.50 -1.26 -0.84
O -3.30 -2.05 1.14
C -3.27 -3.42 1.55
C -1.86 -3.86 1.88
N -0.95 -4.02 0.75
C -1.38 -4.70 -0.43
C -1.46 -3.86 -1.71
O -1.39 -4.34 -2.80
O -1.72 -2.54 -1.54
C 0.45 -4.12 1.04
C 1.42 -3.21 0.27
O 2.58 -3.19 0.55
O 0.92 -2.56 -0.80
H -3.93 -1.96 0.42
H -3.71 -4.05 0.77
H -3.88 -3.55 2.44
H -1.94 -4.79 2.46
H -1.43 -3.11 2.55
H -2.37 -5.13 -0.30
H -0.73 -5.55 -0.67
H 0.83 -5.12 0.81
H 0.64 -3.95 2.10
S -3.86 1.76 -0.45
C -2.56 0.76 -0.06
N -2.09 0.03 -1.04
C -2.81 0.22 -2.22
C -2.62 -0.42 -3.45
C -3.45 -0.07 -4.50
C -4.45 0.89 -4.35
C -4.66 1.52 -3.14
C -3.83 1.17 -2.08
H -2.16 0.70 0.94
H -1.87 -1.18 -3.57
H -3.32 -0.56 -5.45
H -5.08 1.14 -5.20
H -5.44 2.26 -3.02
C -1.37 4.03 1.48
C -0.06 3.32 1.77
C 1.12 4.26 1.58
C -0.08 2.72 3.17
O 0.03 2.25 0.78
Si 0.91 0.88 0.83
S -0.18 -0.84 1.43
O 0.86 0.33 -0.79
C 1.44 0.96 -2.03
C 2.18 -0.14 -2.77
C 0.29 1.53 -2.83
C 2.37 2.07 -1.58
O 2.29 1.18 1.55
C 3.53 0.57 2.01
C 4.52 1.71 2.17
C 3.23 -0.09 3.35
C 4.02 -0.45 1.00
H -1.47 4.91 2.12
H -2.22 3.38 1.68
H -1.40 4.35 0.44
H 1.04 5.09 2.27
H 1.11 4.66 0.56
H 2.06 3.74 1.75
H -0.21 3.51 3.92
H 0.86 2.21 3.40
H -0.91 2.01 3.28
H 1.54 -1.01 -2.94
H 3.06 -0.47 -2.22
H 2.49 0.24 -3.75
H -0.30 0.75 -3.31
H 0.69 2.17 -3.62
H -0.36 2.13 -2.19
H 3.18 1.70 -0.97
H 1.83 2.85 -1.04
H 2.80 2.52 -2.47
H 4.09 2.50 2.80
H 4.78 2.14 1.20
H 5.43 1.36 2.64
H 2.89 0.65 4.07
H 4.12 -0.58 3.74
H 2.45 -0.85 3.22
H 4.14 -0.01 0.01
H 3.36 -1.31 0.94
H 5.01 -0.82 1.31
```

The LUMO energy (alpha / beta) comes out at -4.44 / -5.67 eV. The charge is +1. The molar mass is 782.05 g/mol. The multiplicity is 2. Its HOMO-LUMO gap (alpha / beta) is 0.25481 / 0.20395 hartree.

***

If we sort the structures by their calculated energies, the order from most to least stable is A, B.

***

A.
Below is a 2-piece molecular cluster, C2H3OP overall, with properties calculated with ωB97M-V/def2-TZVPD.

```
7
C2H3OP, DFT ωB97M-V/def2-TZVPD
C -0.47 -0.54 1.02
C 0.55 0.17 0.27
O 1.42 0.63 1.30
P 0.38 -0.11 2.45
H -1.02 -1.29 0.49
H 0.92 -0.49 -0.44
H 0.23 1.30 -0.80
```

The LUMO energy comes out at -0.36 eV. The molar mass is 74.02 g/mol. The multiplicity is 1. Its HOMO-LUMO gap is 0.31919 hartree.

***

B.
Below is one molecule with the formula C2H3OP, with properties calculated with ωB97M-V/def2-TZVPD.

```
7
C2H3OP, DFT ωB97M-V/def2-TZVPD
O 0.35 -0.58 1.29
C -0.15 -0.31 -0.03
C -0.09 1.06 -0.54
P 0.61 0.26 -1.85
H 0.31 -1.53 1.18
H -1.06 -0.83 -0.13
H 0.03 1.92 0.08
```

The LUMO energy comes out at -0.15 eV. The molar mass is 74.02 g/mol. The structure (SMILES) is O[C@H]1C=P1. The multiplicity is 1. Its HOMO-LUMO gap is 0.30626 hartree.

***

If we sort the structures by their calculated energies, the order from most to least stable is B, A.

***

A.
Below is one molecule with the formula CH2BrNO4, with properties calculated with ωB97M-V/def2-TZVPD.

```
9
CH2BrNO4, DFT ωB97M-V/def2-TZVPD
O 1.62 1.63 -0.30
C 1.48 0.46 -0.08
Br 3.00 -0.67 0.32
O 0.48 -0.38 -0.20
N -1.02 0.06 -0.50
O -1.35 1.01 0.35
O -1.60 -1.15 -0.12
H -1.28 0.91 1.29
H -1.32 -1.87 -0.75
```

The LUMO energy comes out at 0.42 eV. The molar mass is 171.93 g/mol. The structure (SMILES) is O=C(Br)ON(O)O. The multiplicity is 1. Its HOMO-LUMO gap is 0.40116 hartree.

***

B.
Below is one molecule with the formula CH2BrNO4, with properties calculated with ωB97M-V/def2-TZVPD.

```
9
CH2BrNO4, DFT ωB97M-V/def2-TZVPD
O 1.78 1.61 -0.46
C 1.52 0.52 -0.17
Br 3.03 -0.71 0.40
O 0.48 -0.28 -0.04
N -1.03 0.08 -0.54
O -1.35 1.04 0.39
O -1.80 -1.08 -0.41
H -1.47 0.62 1.32
H -1.16 -1.79 -0.48
```

The LUMO energy comes out at -0.36 eV. The molar mass is 171.93 g/mol. The structure (SMILES) is O=C(Br)ON(O)O. The multiplicity is 1. Its HOMO-LUMO gap is 0.36691 hartree.

***

If we sort the structures by their calculated energies, the order from most to least stable is A, B.

***

A.
Below is a 2-piece molecular cluster, C6H9F overall, with properties calculated with ωB97M-V/def2-TZVPD.

```
16
C6H9F, DFT ωB97M-V/def2-TZVPD
C -2.13 1.14 -0.33
C -1.72 0.72 0.88
C -1.42 -0.12 -0.26
C 1.30 0.82 -0.50
C 1.09 -1.45 0.59
C 0.79 -0.58 -0.57
F -2.04 -1.34 -0.39
H -2.78 1.83 -0.80
H -1.69 0.95 1.90
H 1.05 1.53 -1.27
H 2.30 0.91 -0.27
H 0.95 1.44 0.30
H 2.11 -1.52 0.49
H 0.59 -2.46 0.30
H 0.86 -0.92 1.45
H 0.73 -0.94 -1.52
```

The LUMO energy comes out at 1.08 eV. The molar mass is 100.14 g/mol. The multiplicity is 1. Its HOMO-LUMO gap is 0.32744 hartree.

***

B.
Below is one molecule with the formula C6H9F, with properties calculated with ωB97M-V/def2-TZVPD.

```
16
C6H9F, DFT ωB97M-V/def2-TZVPD
C 2.46 -0.74 -1.14
C 1.53 -0.30 -0.32
C 1.22 0.02 1.05
C 0.14 -0.39 0.12
C -1.06 0.63 -0.35
C -2.35 0.30 0.35
F -1.27 0.45 -1.70
H 2.12 -1.19 -2.10
H 3.43 -0.44 -1.04
H 1.53 -0.71 1.73
H 1.44 1.13 1.17
H -0.29 -1.23 0.54
H -0.67 1.63 -0.27
H -2.54 -0.69 0.89
H -3.25 0.55 -0.25
H -2.44 0.97 1.31
```

The LUMO energy comes out at 1.00 eV. The molar mass is 100.14 g/mol. The structure (SMILES) is C=C1C[C@H]1[C@H](C)F. The multiplicity is 1. Its HOMO-LUMO gap is 0.39296 hartree.

***

C.
Below is one molecule with the formula C6H9F, with properties calculated with ωB97M-V/def2-TZVPD.

```
16
C6H9F, DFT ωB97M-V/def2-TZVPD
C 2.51 0.41 0.77
C 1.50 0.74 -0.06
C 0.19 0.05 -0.04
C -0.08 -1.04 0.99
C -0.83 0.43 -0.90
C -2.18 -0.02 -1.08
F -0.49 1.44 -1.75
H 2.55 -0.26 1.63
H 3.46 0.93 0.77
H 1.62 1.57 -0.77
H -1.10 -1.48 0.99
H 0.70 -1.80 0.78
H -0.03 -0.65 2.03
H -2.52 -0.78 -0.36
H -2.41 -0.36 -2.09
H -2.88 0.81 -0.91
```

The LUMO energy comes out at 1.01 eV. The molar mass is 100.14 g/mol. The structure (SMILES) is C=C/C(C)=C(/C)F. The multiplicity is 1. Its HOMO-LUMO gap is 0.34050 hartree.

***

If we sort the structures by their calculated energies, the order from most to least stable is C, B, A.